{
  "formula": "C13H26ClIIrNOP2",
  "method": "ωB97M-V/def2-TZVPD",
  "elements": ["C", "C", "H", "H", "H", "O", "I", "Ir", "P", "C", "C", "H", "H", "H", "H", "H", "H", "C", "H", "H", "H", "P", "C", "C", "H", "H", "H", "C", "H", "H", "H", "H", "H", "H", "Cl", "C", "C", "C", "N", "C", "C", "H", "H", "H", "H", "H"],
  "coordinates": [[0.006, 0.665, -7.094], [0.008, 1.169, -5.669], [0.010, 1.541, -7.760], [-0.901, 0.068, -7.280], [0.906, 0.059, -7.281], [0.017, 2.305, -5.272], [-0.006, -0.288, -4.041], [-0.007, -0.833, -0.126], [2.082, -0.160, -0.339], [2.620, 1.216, 0.723], [3.084, -1.600, 0.176], [4.104, -1.486, -0.212], [3.796, 0.202, -1.990], [2.628, -2.515, -0.235], [2.295, -0.479, -2.713], [2.229, 1.104, 1.742], [3.110, -1.670, 1.271], [2.698, 0.249, -1.990], [3.718, 1.239, 0.741], [2.336, 1.250, -2.253], [2.230, 2.140, 0.280], [-2.081, -0.119, -0.341], [-2.573, 1.262, 0.736], [-2.692, 0.323, -1.986], [-2.704, -2.455, -0.264], [-4.145, -1.379, -0.219], [-3.150, -1.616, 1.256], [-3.128, -1.532, 0.161], [-2.303, -0.403, -2.719], [-3.792, 0.294, -1.984], [-3.669, 1.308, 0.773], [-2.171, 2.180, 0.291], [-2.314, 1.321, -2.238], [-2.167, 1.136, 1.748], [-0.033, -2.613, -1.507], [0.020, -1.214, 4.771], [0.064, 0.029, 4.146], [0.050, 0.111, 2.744], [0.005, -1.005, 1.977], [-0.042, -2.229, 2.567], [-0.035, -2.339, 3.964], [0.021, -1.293, 5.859], [0.098, 0.940, 4.714], [0.068, 1.054, 2.199], [-0.091, -3.077, 1.888], [-0.082, -3.335, 4.403]],
  "e_tot_ha": -2185.25031,
  "charge": 2,
  "gap_ev": [8.3, 4.7],
  "lumo_ev": [-6.1664, -10.0654],
  "multiplicity": 5,
  "e_homo_ev": [-14.47, -14.73]
}